Entry 1:
DFT (ωB97M-V/def2-TZVPD) results for a 15-piece molecular cluster, C28H89N3O15 overall.

Structure (ORCA input):
```
! RIJCOSX wB97M-V def2-TZVPD def2/J DEFGRID3
* xyz 0 1
O 0.615 5.118 -9.146
O 6.451 2.319 -3.377
O -2.845 -4.655 -6.450
O 0.872 -0.251 1.735
O -6.047 1.469 6.152
O -2.199 5.415 3.538
O 1.661 -6.946 8.031
O -3.394 7.889 -1.270
O -9.808 3.273 -2.824
O 0.869 7.319 -0.657
O -3.250 -8.631 1.648
O 2.332 6.141 3.729
O -0.346 -2.490 8.578
O 5.199 -6.000 -0.265
O 3.246 0.095 7.427
N -1.375 2.856 -9.402
N 0.647 1.818 -1.499
N 8.392 -0.427 -4.634
C 1.067 -7.918 8.757
C 0.161 4.312 -8.032
C -2.667 -2.460 9.264
C -8.249 1.482 -3.186
C 2.897 7.096 4.582
C 1.595 -1.424 2.016
C -6.593 0.665 5.149
C -8.673 2.656 -2.269
C -1.947 -3.919 -5.686
C 0.940 2.238 -9.192
C 2.704 8.420 4.029
C 0.955 0.149 0.308
C -1.228 1.599 -0.053
C -6.107 -0.752 5.414
C 4.325 -6.889 -0.940
C -3.308 -7.256 1.454
C 0.278 1.428 -0.119
C 5.976 -0.542 -3.905
C 1.428 6.207 -8.780
C 6.548 3.293 -2.321
C -1.361 -1.617 9.015
C -2.637 -3.150 -4.540
C -0.326 -8.398 8.359
C -1.966 -6.633 1.760
C 7.572 1.483 -3.385
C 7.163 0.312 -4.342
C -0.207 2.878 -8.487
C 3.526 -6.276 -2.089
H 1.375 6.174 3.794
H -0.674 4.820 -7.548
H 1.560 6.842 -9.656
H 0.955 2.409 -10.269
H -7.883 3.407 -2.268
H -3.014 -3.887 -3.831
H -0.970 -1.027 9.844
H 1.136 6.919 0.171
H -3.424 -2.489 -4.903
H 3.611 -7.334 -0.248
H -3.446 -1.858 9.733
H 3.815 -0.068 8.179
H 2.427 5.830 -8.561
H 1.298 -1.923 2.938
H -1.911 -2.487 -4.069
H 5.068 -5.993 0.686
H -0.815 -9.202 8.910
H -2.990 -2.908 8.324
H 0.451 -0.672 -0.201
H 6.860 2.951 -1.334
H -2.375 -3.266 9.938
H 8.325 -1.148 -5.339
H -6.086 2.415 5.991
H -1.975 -5.594 1.433
H 0.750 2.203 0.484
H -9.966 4.090 -2.347
H 2.638 -1.232 2.265
H -6.140 1.018 4.222
H 0.429 -1.943 8.431
H 1.072 -6.193 8.119
H -8.231 1.702 -4.254
H -1.780 1.094 -0.846
H 1.577 -2.161 1.214
H 3.740 0.706 6.880
H 3.347 9.113 4.570
H 1.768 -8.694 9.064
H 3.232 -5.274 -1.776
H -7.240 1.164 -2.921
H 0.900 4.314 -7.231
H -8.918 2.346 -1.253
H 2.006 0.100 0.024
H 3.020 8.389 2.986
H -3.423 6.950 -1.091
H -4.091 -6.777 2.041
H -7.665 0.836 5.050
H -1.192 -7.103 1.153
H 2.572 6.982 5.616
H -1.189 3.623 -10.032
H -2.235 3.133 -8.952
H -1.637 1.285 0.908
H 2.737 -7.027 -2.124
H -1.441 -0.913 8.186
H -5.018 -0.807 5.403
H -0.570 2.265 -7.662
H 7.654 1.131 -2.357
H -1.714 -6.681 2.820
H 5.101 0.086 -3.735
H 8.547 -0.970 -3.797
H 3.966 -6.435 -3.073
H 0.392 2.794 -1.551
H -6.521 -1.376 4.622
H 1.922 2.440 -8.765
H 1.615 7.861 -0.913
H -1.035 -7.571 8.313
H 6.304 -1.033 -2.989
H -6.539 -1.171 6.323
H -2.646 4.599 3.762
H 5.536 3.671 -2.173
H -2.498 8.049 -1.569
H -8.920 0.628 -3.093
H 0.817 1.155 -9.198
H 5.661 -1.359 -4.555
H 1.642 8.658 4.089
H 0.886 -7.417 9.708
H -2.984 -4.265 -7.316
H 4.879 -7.756 -1.301
H -3.540 -7.193 0.391
H 1.007 6.721 -7.916
H 3.977 7.140 4.722
H 1.639 1.847 -1.685
H -1.334 2.679 -0.152
H -3.850 -8.825 2.373
H 7.198 4.139 -2.545
H -1.223 -4.621 -5.272
H -1.453 -3.276 -6.414
H -0.268 -8.758 7.332
H -2.867 5.941 3.098
H 6.957 0.781 -5.304
H 8.437 1.994 -3.808
*
```

As for the orbital gap: 9.3069 eV. As for the LUMO energy: -0.092 eV. The value obtained for the energy relative to the best compared isomer or geometry (same formula, charge and spin) is 185.72 kJ/mol.

Entry 2:
DFT (ωB97M-V/def2-TZVPD) results for C4H2CeO5 as an isolated structure.

Structure (ORCA input):
```
! RIJCOSX wB97M-V def2-TZVPD def2/J DEFGRID3
* xyz 2 3
Ce -3.207 0.665 1.025
O -1.661 -0.604 -0.641
O -0.390 -0.140 4.991
O -1.260 0.050 2.853
O 0.299 0.240 -1.174
O 1.387 -0.214 -3.221
C -0.817 -0.034 3.929
C -0.632 -0.699 -1.271
C 1.373 0.334 -2.159
C 2.459 0.449 -1.251
H 2.892 1.442 -1.069
H -0.443 -1.490 -2.012
*
```

As for the orbital gap (alpha / beta): 6.9029 / 7.6528 eV. As for the LUMO energy (alpha / beta): -8.765 / -8.815 eV. Its expectation value of S² is 2.00.

Entry 3:
DFT (ωB97M-V/def2-TZVPD) results for C3H3N3O in the gas phase.

Structure (ORCA input):
```
! RIJCOSX wB97M-V def2-TZVPD def2/J DEFGRID3
* xyz 0 1
O 2.132 -1.751 0.512
N 0.621 2.075 -0.088
N 0.386 0.905 0.274
N -0.158 -1.758 -0.143
C -1.149 -0.784 -0.209
C -0.949 0.512 0.065
C 1.009 -1.663 0.211
H 1.638 2.204 0.018
H -1.719 1.271 -0.021
H -2.105 -1.142 -0.574
*
```

As for the orbital gap: 9.2134 eV. As for the LUMO energy: -0.183 eV. The value obtained for the energy relative to the best compared isomer or geometry (same formula, charge and spin) is 207.26 kJ/mol. As for the SMILES: [H]/N=N/C=C\N=C=O.

Entry 4:
DFT (ωB97M-V/def2-TZVPD) results for C10H11CrF4N2O4S as an isolated structure.

Structure (ORCA input):
```
! RIJCOSX wB97M-V def2-TZVPD def2/J DEFGRID3
* xyz -1 5
Cr -0.026 0.486 1.338
S 1.014 -0.395 3.497
F -4.116 -2.688 1.127
F -1.416 -0.586 -3.273
F -1.974 -0.747 1.483
F -3.290 -2.545 -3.495
O 2.426 -0.556 3.628
O 0.128 -0.762 4.570
O 0.652 1.120 3.052
O 0.631 -1.107 2.079
N 1.783 1.268 0.224
N -0.705 0.304 -0.555
C -3.462 -2.054 0.113
C -2.370 -1.229 0.243
C -2.024 -1.101 -2.145
C -3.779 -2.458 -1.200
C 2.551 0.059 -0.047
C 1.199 1.795 -1.044
C -1.659 -0.671 -0.837
C -3.016 -2.025 -2.270
C 2.620 2.310 0.845
C 0.035 0.974 -1.595
H 3.054 -0.160 0.889
H 0.863 2.802 -0.776
H 2.589 2.200 1.925
H 2.193 3.289 0.586
H -4.515 -3.216 -1.340
H 3.265 0.256 -0.865
H 1.970 1.936 -1.818
H 1.865 -0.745 -0.342
H 0.465 0.313 -2.393
H -0.613 1.684 -2.159
H 3.663 2.246 0.554
*
```

As for the orbital gap (alpha / beta): 6.1255 / 7.6971 eV. As for the LUMO energy (alpha / beta): 2.848 / 2.787 eV. The value obtained for the energy relative to the best compared isomer or geometry (same formula, charge and spin) is 87.39 kJ/mol. Its expectation value of S² is 6.01.

Entry 5:
DFT (ωB97M-V/def2-TZVPD) results for C4H10N2S in the gas phase.

Structure (ORCA input):
```
! RIJCOSX wB97M-V def2-TZVPD def2/J DEFGRID3
* xyz 0 1
S -1.766 0.202 -2.010
N -1.032 -0.533 0.484
N 0.218 2.151 0.634
C 1.050 -1.456 -0.497
C -1.949 -0.328 -0.462
C 0.437 -0.391 0.381
C 0.875 1.036 -0.024
H 0.679 -1.351 -1.548
H 0.742 1.147 -1.106
H -1.381 -0.892 1.348
H 2.126 -1.330 -0.516
H 0.807 -2.461 -0.129
H -2.962 -0.575 -0.083
H 0.763 -0.517 1.428
H -0.748 2.205 0.310
H 0.179 2.022 1.636
H 1.961 1.071 0.153
*
```

As for the orbital gap: 8.9145 eV. As for the LUMO energy: 0.564 eV. The value obtained for the energy relative to the best compared isomer or geometry (same formula, charge and spin) is 3.14 kJ/mol. As for the SMILES: C[C@@H](CN)NC=S.

Entry 6:
DFT (ωB97M-V/def2-TZVPD) results for C12H23AuCl2N4O2PSTe as an isolated structure.

Structure (ORCA input):
```
! RIJCOSX wB97M-V def2-TZVPD def2/J DEFGRID3
* xyz 1 3
Au -1.077 2.336 0.386
Te -2.828 0.459 -1.099
Cl -4.965 0.281 1.562
Cl -6.212 0.436 -1.106
S -1.528 -1.929 0.771
P 1.814 0.752 0.036
O -4.506 4.612 1.005
O 0.915 1.919 0.405
N 2.074 -0.148 1.371
N 1.161 -0.146 -1.174
N 3.225 1.360 -0.516
N -2.974 2.896 0.422
C -2.662 -1.465 -0.430
C -6.202 1.064 0.563
C 1.170 -0.191 2.515
C -3.492 -2.509 -0.765
C -3.180 -3.693 -0.054
C 1.256 -1.597 -1.274
C 4.079 0.688 -1.486
C -3.705 3.798 0.728
C 0.898 0.531 -2.448
C 3.184 -1.096 1.436
C -2.137 -3.520 0.810
C 3.899 2.399 0.269
H 2.816 -2.116 1.572
H -3.712 -4.626 -0.174
H 0.330 -1.991 -1.697
H 2.083 -1.910 -1.921
H 1.387 -2.042 -0.291
H -0.023 0.138 -2.884
H 1.707 0.372 -3.167
H 0.779 1.602 -2.295
H 3.559 -0.149 -1.947
H 0.380 0.546 2.404
H -4.293 -2.428 -1.488
H 3.778 -1.067 0.524
H -5.994 2.125 0.525
H 3.211 2.842 0.984
H 3.839 -0.857 2.277
H -1.698 -4.251 1.474
H 4.374 1.383 -2.274
H 4.254 3.188 -0.396
H 0.719 -1.181 2.623
H -7.169 0.856 0.999
H 4.756 1.986 0.808
H 1.725 0.036 3.427
H 4.988 0.310 -1.009
*
```

As for the orbital gap (alpha / beta): 9.3964 / 6.5544 eV. As for the LUMO energy (alpha / beta): -2.309 / -5.615 eV. The value obtained for the energy relative to the best compared isomer or geometry (same formula, charge and spin) is 40.95 kJ/mol. Its expectation value of S² is 2.02.

Entry 7:
DFT (ωB97M-V/def2-TZVPD) results for C22H20AsS3V as an isolated structure.

Structure (ORCA input):
```
! RIJCOSX wB97M-V def2-TZVPD def2/J DEFGRID3
* xyz 1 2
As -0.481 -0.435 0.421
V -0.043 1.905 0.810
S -0.280 3.483 2.310
S 1.830 1.099 1.671
S -2.180 2.040 0.189
C 1.209 3.764 1.460
C 2.135 -0.207 -2.850
C -5.039 -0.763 -0.366
C 3.302 3.006 0.271
C -0.099 -0.156 -3.747
C 1.427 5.158 0.922
C -0.624 -0.258 -2.467
C 0.237 -0.339 -1.376
C 0.271 -1.990 1.228
C 1.230 -4.279 2.453
C 0.814 -3.007 0.452
C -2.340 -0.727 0.161
C -4.379 0.457 -0.286
C -4.355 -1.958 -0.174
C 1.619 -0.304 -1.564
C 1.276 -0.132 -3.938
C 0.684 -3.261 3.225
C 2.106 2.739 1.158
C 0.202 -2.114 2.614
C -3.020 0.470 -0.007
C 1.294 -4.153 1.073
C -2.989 -1.947 0.087
H -1.697 -0.281 -2.324
H 3.022 3.545 -0.634
H 1.042 5.881 1.640
H 3.206 -0.194 -3.001
H 0.864 -2.920 -0.625
H -4.887 -2.898 -0.227
H -0.765 -0.099 -4.597
H -0.221 -1.326 3.226
H 2.477 5.372 0.742
H 0.635 -3.358 4.301
H 1.605 -5.175 2.930
H 4.025 3.619 0.813
H 0.876 5.309 -0.008
H -2.449 -2.875 0.227
H 1.717 -4.948 0.473
H -6.102 -0.780 -0.568
H 1.679 -0.055 -4.939
H 2.295 -0.369 -0.722
H -4.917 1.386 -0.421
H 3.786 2.077 -0.019
*
```

As for the orbital gap (alpha / beta): 7.0673 / 7.7398 eV. As for the LUMO energy (alpha / beta): -4.443 / -3.831 eV. The value obtained for the energy relative to the best compared isomer or geometry (same formula, charge and spin) is 3.59 kJ/mol. Its expectation value of S² is 0.82.

Entry 8:
DFT (ωB97M-V/def2-TZVPD) results for C26H20AgBN5O6 as an isolated structure.

Structure (ORCA input):
```
! RIJCOSX wB97M-V def2-TZVPD def2/J DEFGRID3
* xyz -1 1
Ag -0.207 0.075 0.010
O -2.749 -0.443 -0.431
O -1.757 0.904 -1.932
O -1.114 2.526 1.723
O -8.906 1.598 -2.769
O -7.999 3.317 -3.674
O 1.032 2.110 2.415
N -0.414 0.268 -5.243
N -7.942 2.288 -3.033
N 0.369 -1.449 -1.815
N -1.014 2.574 -5.395
N -0.200 -1.928 1.574
C 0.779 0.540 -5.767
C -6.602 1.810 -2.595
C 1.824 -1.693 -5.253
C 0.180 2.823 -5.926
C -0.312 -2.599 -1.735
C -2.745 0.413 -1.351
C 0.312 4.830 4.794
C 1.746 -0.572 -5.958
C -4.124 0.917 -1.790
C -0.795 3.373 2.742
C -5.483 2.536 -2.956
C -1.122 -2.126 2.227
C -1.566 4.350 3.329
C -6.523 0.657 -1.836
C 1.014 -1.188 -2.945
C -0.989 5.084 4.376
C 0.385 -3.257 -3.922
C -4.240 2.077 -2.548
C 1.122 1.832 -6.134
C -2.386 -2.131 2.970
C -1.243 1.296 -5.074
C -0.323 -3.530 -2.763
C 1.084 3.833 4.182
C 0.501 3.121 3.160
C -5.272 0.221 -1.428
C 1.054 -2.050 -4.036
B 0.037 1.677 1.469
H 2.100 3.625 4.496
H -2.590 -3.116 3.381
H 1.543 -0.239 -2.985
H -3.336 2.618 -2.800
H 2.556 -2.429 -5.578
H -2.339 -1.406 3.781
H 2.451 -0.435 -6.773
H -2.197 1.070 -4.619
H -0.862 -2.767 -0.817
H -0.882 -4.450 -2.652
H -1.565 5.862 4.864
H 0.393 3.855 -6.189
H 2.092 2.056 -6.561
H 0.396 -3.964 -4.746
H -2.578 4.536 2.989
H -5.155 -0.666 -0.818
H -7.427 0.126 -1.576
H 0.737 5.413 5.603
H -3.190 -1.844 2.293
H -5.595 3.439 -3.539
*
```

As for the orbital gap: 6.0198 eV. As for the LUMO energy: 2.093 eV. The value obtained for the energy relative to the best compared isomer or geometry (same formula, charge and spin) is 66.99 kJ/mol.

The following electronic energy values (in Eh) correspond, in order, to the records above: -2412.74979 -1004.15286 -355.56095 -2640.32624 -666.10176 -2903.97990 -5224.47009 -1899.87877.